1.
17
Properties=species:S:1:pos:R:3 method="wB97M-V/def2-TZVPD" smiles=OC[C@H]1CCOC1 mol_weight_g_mol=102.13 de_lowest_ev=1.740 energy_ha=-346.961470 max_force_ev_per_a=0.50
O 2.55072 0.03268 0.93299
C 1.62347 -0.59096 0.07054
C 0.17907 -0.20652 0.33713
C -0.40544 1.19561 0.11069
C -1.90837 0.85496 0.03400
O -2.00584 -0.47058 -0.48350
C -0.69417 -0.94048 -0.68422
H 3.33381 -0.53171 0.94724
H 1.86383 -0.39824 -0.98743
H 1.65412 -1.68329 0.21904
H -0.06463 -0.50134 1.36774
H -0.19537 1.93542 0.88748
H -0.05609 1.59393 -0.85042
H -2.47610 1.52944 -0.61547
H -2.37250 0.86427 1.02993
H -0.34102 -0.65206 -1.69329
H -0.68548 -2.03114 -0.62246

2.
17
Properties=species:S:1:pos:R:3 method="wB97M-V/def2-TZVPD" smiles="C=C(O)/C=C/C.O" mol_weight_g_mol=102.13 de_lowest_ev=4.052 energy_ha=-346.876513 max_force_ev_per_a=4.18
C -2.43236 -0.99148 -0.76473
C -1.25464 -0.96091 -0.02648
O -0.37061 -2.09619 -0.07475
C -0.82554 0.18357 0.70804
C 0.25196 0.87135 0.25331
C 0.38655 2.41822 0.29807
H -2.97709 -1.92385 -1.07661
H -2.77846 -0.14494 -1.45640
H 0.52036 -1.77758 -0.17105
H -1.43052 0.81217 1.41331
H 0.82364 0.30182 -0.48085
H 0.91074 2.90607 1.09793
H 1.00071 2.65138 -0.57912
H -0.62430 2.90032 0.26486
O 2.74397 -1.41665 0.06379
H 3.11433 -2.17147 -0.44353
H 2.94128 -1.56183 0.97422